one.
# CH3FNO2S

A 2-piece molecular cluster, CH3FNO2S overall (ωB97M-V/def2-TZVPD, the OMol25 dataset).

Geometry as ORCA input:
```
! wB97M-V def2-TZVPD RIJCOSX def2/J DEFGRID3
* xyz -1 1
C 0.95 -0.65 0.09
N -1.06 -0.36 -0.84
O -2.87 1.45 0.03
O -2.94 -0.94 0.68
F 1.69 0.38 -0.43
S -2.63 0.00 -0.33
H 0.69 -0.36 1.11
H 1.46 -1.59 -0.11
H -0.91 0.02 -1.78
*
```

=====

two.
# CH3FNO2S

A 2-piece molecular cluster, CH3FNO2S overall (ωB97M-V/def2-TZVPD, the OMol25 dataset).

Geometry as ORCA input:
```
! wB97M-V def2-TZVPD RIJCOSX def2/J DEFGRID3
* xyz -1 1
C 0.60 0.66 -1.58
N -1.24 0.27 1.68
O 1.97 -0.25 0.31
O 0.21 -1.84 -0.38
F -0.62 0.63 -2.29
S 0.62 -0.45 -0.09
H 0.85 1.69 -1.21
H -1.89 -0.51 1.39
H -0.49 -0.19 2.17
*
```

=====

Which of them is least stable? Easy: two.

=====

one.
# C2H2NO2S

A 2-piece molecular cluster, C2H2NO2S overall (ωB97M-V/def2-TZVPD, the OMol25 dataset).

Geometry as ORCA input:
```
! wB97M-V def2-TZVPD RIJCOSX def2/J DEFGRID3
* xyz -1 1
C -2.27 -0.01 -0.13
C 0.37 0.56 -1.19
N -3.36 -0.30 0.22
O 0.70 -1.71 0.32
O 2.56 -0.04 0.00
S 1.15 -0.33 0.17
H -0.10 1.60 -0.87
H 0.95 0.24 1.48
*
```

=====

two.
# C2H2NO2S

A 2-piece molecular cluster, C2H2NO2S overall (ωB97M-V/def2-TZVPD, the OMol25 dataset).

Geometry as ORCA input:
```
! wB97M-V def2-TZVPD RIJCOSX def2/J DEFGRID3
* xyz -1 1
C -1.38 -3.05 0.27
C -0.78 -2.03 0.07
N 1.18 1.03 -0.33
O 2.23 3.32 -0.15
O -0.17 3.26 0.02
S 1.03 2.46 -0.16
H -1.96 -3.85 0.53
H -0.15 -1.13 -0.25
*
```

=====

Which of them is least stable? Easy: one.